(1)
{"formula": "C15H27N2O4P2Ti", "method": "ωB97M-V/def2-TZVPD", "species": ["H", "O", "H", "H", "H", "H", "C", "H", "C", "H", "C", "C", "H", "C", "H", "C", "C", "O", "H", "N", "H", "H", "H", "O", "C", "H", "H", "N", "C", "H", "C", "H", "P", "H", "H", "H", "H", "C", "H", "C", "H", "H", "Ti", "H", "C", "O", "C", "C", "H", "H", "P"], "positions_angstrom": [[-0.75, -3.99, -1.64], [2.09, 3.97, -1.14], [-0.93, 2.54, 3.93], [-1.09, -1.57, 3.06], [-2.41, 3.52, -3.10], [2.32, 1.45, 0.65], [-0.60, -2.29, -0.42], [3.02, -0.19, -2.86], [-3.46, 3.19, -1.21], [0.46, -1.05, 3.77], [-2.85, -1.88, -0.43], [-0.11, 2.23, 3.26], [0.09, 2.98, 2.47], [-1.17, -3.64, -0.68], [-0.57, 2.01, -3.86], [-2.65, -3.37, -0.76], [-0.23, 1.95, -2.80], [0.63, -1.94, -0.24], [2.48, 1.08, -4.02], [-1.55, -1.34, -0.35], [0.55, 0.47, 1.90], [0.51, -1.70, -3.66], [1.65, 3.35, -0.57], [-3.87, -1.28, -0.22], [-0.59, -0.73, 3.58], [-0.87, -4.31, 0.16], [-1.02, -0.79, -3.65], [-1.40, 1.46, -0.66], [-2.42, 3.05, -2.11], [-3.21, -3.96, -0.03], [0.07, -0.71, -3.79], [-4.31, 3.83, -1.46], [-0.64, 0.70, 2.53], [-2.72, 1.59, 2.45], [-3.06, -3.54, -1.77], [0.29, -0.29, -4.77], [0.83, 2.06, 3.82], [-1.39, 2.14, -1.84], [-2.71, 0.02, 1.53], [-2.21, 1.00, 1.65], [1.38, 4.63, -1.28], [0.48, 2.76, -2.69], [0.11, 0.00, -0.23], [-4.17, 2.64, 0.77], [-2.29, 1.74, 0.31], [1.52, 0.96, 0.39], [2.42, 0.72, -2.99], [-3.40, 2.53, 0.02], [-1.10, -0.40, 4.50], [2.85, 1.48, -2.32], [0.72, 0.37, -2.52]], "mol_weight_g_mol": 409.21, "homo_energy_ev": [-8.02, -11.68], "total_charge": 1, "e_lumo_ev": [-2.55, -2.56], "relative_energy_ev": 0.000, "spin_multiplicity": 3}



(2)
{"formula": "C9H4I2NO5STl", "method": "ωB97M-V/def2-TZVPD", "species": ["I", "I", "N", "C", "C", "H", "O", "H", "C", "C", "C", "H", "O", "C", "Tl", "O", "C", "C", "O", "H", "S", "O", "C"], "positions_angstrom": [[4.37, -4.43, -3.47], [-0.29, -1.04, -5.02], [1.57, -1.26, 0.02], [0.83, -1.23, -2.25], [2.36, -1.65, 0.99], [2.17, -1.24, 1.98], [-0.16, 1.98, 1.07], [4.40, -3.73, -0.69], [2.89, -3.07, -2.90], [3.40, -2.55, 0.77], [1.74, -1.71, -1.26], [4.04, -2.85, 1.59], [-2.51, 2.44, 1.63], [2.02, -2.61, -3.86], [-0.20, 0.18, 0.07], [-1.65, 0.14, 1.52], [1.00, -1.70, -3.53], [2.77, -2.63, -1.56], [-0.97, 1.62, 3.37], [2.11, -2.95, -4.88], [-1.40, 1.63, 2.00], [-0.13, -0.37, -1.95], [3.60, -3.03, -0.50]], "mol_weight_g_mol": 696.39, "homo_energy_ev": -9.02, "e_lumo_ev": -1.56}



(3)
{"formula": "C15H30N2O4", "method": "ωB97M-V/def2-TZVPD", "species": ["N", "H", "H", "C", "C", "H", "O", "H", "H", "C", "N", "H", "H", "C", "H", "H", "H", "C", "C", "H", "H", "H", "H", "C", "H", "C", "H", "C", "C", "H", "H", "H", "H", "C", "O", "H", "H", "H", "H", "O", "H", "H", "C", "H", "C", "H", "H", "C", "H", "C", "O"], "positions_angstrom": [[-2.03, 0.20, -0.66], [-3.70, -1.02, -2.28], [-1.61, -0.90, -5.31], [-4.86, 0.56, -3.17], [4.45, -0.69, 1.79], [-5.70, 0.36, -2.52], [4.01, 0.65, 1.70], [-5.86, 2.03, 1.49], [1.02, 2.03, 0.91], [-2.47, -0.97, -4.65], [-0.15, 0.37, 0.64], [5.47, -2.34, 5.50], [-4.78, 1.63, -3.33], [-3.56, 0.02, -2.58], [4.37, 0.78, -0.32], [-1.46, -0.01, -3.03], [4.73, -3.03, 3.22], [6.19, -2.54, 4.72], [-2.40, 0.10, -3.58], [-2.91, 1.84, -1.56], [2.01, 0.88, -1.01], [-5.06, 0.08, -4.13], [-0.24, -0.63, 0.76], [1.14, 0.94, 0.96], [-3.37, -0.87, -5.26], [-0.99, 0.99, -0.23], [-6.72, 2.92, 0.20], [-3.18, 0.81, -1.30], [5.57, -2.34, 3.35], [5.18, -0.90, 1.00], [4.33, -0.67, 3.92], [1.41, 0.66, 1.98], [3.60, -1.39, 1.65], [5.07, -0.91, 3.16], [-4.53, -0.06, 0.49], [-2.40, 1.09, -4.04], [-2.27, -0.61, -0.10], [2.28, -0.58, -0.06], [7.04, -1.88, 4.86], [-0.83, 2.13, -0.62], [-6.86, 1.14, 0.33], [-2.47, -1.96, -4.21], [-6.20, 2.00, 0.46], [6.54, -3.57, 4.84], [-4.34, 0.82, -0.31], [3.55, 2.15, 0.48], [5.90, -0.21, 3.28], [2.24, 0.51, -0.01], [6.31, -2.57, 2.57], [3.60, 1.06, 0.42], [-5.09, 1.91, -0.43]], "mol_weight_g_mol": 302.41, "homo_energy_ev": -9.24, "smiles": "CCCCOCCCNC(=O)N[C@H](C(=O)OC)[C@@H](C)CC", "e_lumo_ev": 0.80, "relative_energy_ev": 0.357}



(4)
{"formula": "C48H120N8", "method": "ωB97M-V/def2-TZVPD", "species": ["H", "C", "H", "H", "H", "H", "H", "H", "H", "H", "C", "H", "H", "H", "C", "H", "H", "H", "H", "C", "H", "C", "H", "N", "H", "H", "H", "H", "C", "H", "H", "H", "H", "C", "C", "H", "H", "H", "H", "C", "H", "H", "C", "H", "H", "N", "H", "N", "H", "C", "H", "H", "H", "N", "H", "C", "N", "C", "H", "H", "H", "H", "H", "C", "C", "H", "C", "C", "H", "H", "H", "H", "C", "H", "H", "H", "C", "H", "C", "H", "H", "H", "C", "C", "H", "H", "C", "H", "C", "H", "C", "H", "H", "C", "C", "H", "H", "H", "C", "H", "C", "H", "N", "C", "H", "C", "H", "H", "C", "N", "H", "H", "C", "C", "H", "C", "H", "H", "H", "H", "H", "H", "H", "H", "H", "H", "H", "C", "H", "H", "H", "H", "C", "H", "H", "H", "C", "H", "C", "C", "H", "C", "H", "H", "C", "C", "H", "C", "C", "H", "H", "C", "H", "H", "H", "H", "H", "H", "H", "H", "H", "H", "H", "H", "H", "H", "C", "C", "H", "H", "H", "H", "N", "H", "H", "H"], "positions_angstrom": [[1.85, -4.91, -2.95], [-3.89, -0.04, -0.95], [-8.12, 1.86, -1.20], [-6.24, 0.81, 7.90], [-3.70, 0.25, 0.09], [4.16, -0.64, -4.28], [-7.04, 1.87, -2.63], [2.03, 5.41, 1.82], [6.57, 0.38, -0.83], [-6.59, -0.11, -1.08], [7.25, -1.59, -6.33], [-3.03, -4.49, 1.69], [0.99, -1.41, -0.20], [4.32, 1.69, -7.10], [2.50, 5.08, -0.69], [1.04, 2.95, 0.20], [-8.39, 0.23, 3.83], [4.78, 2.30, -3.95], [2.92, -3.09, -0.08], [-0.96, 3.79, 0.08], [1.56, 7.66, 0.48], [1.79, -2.85, -3.02], [-0.31, 1.45, 1.24], [5.28, 2.43, 0.59], [1.04, -3.37, 3.13], [5.81, -0.93, 0.01], [-4.41, -0.37, 4.09], [3.13, 3.66, 2.89], [-7.10, 1.97, -1.54], [5.84, -3.65, -0.54], [6.95, 2.38, -0.74], [4.00, -5.28, -3.46], [-5.89, 1.13, 2.33], [4.43, 1.29, -3.67], [5.72, 0.14, -0.19], [-2.74, -8.04, 1.57], [2.34, -0.84, 0.69], [4.94, 4.26, 1.45], [5.29, 3.95, -1.63], [2.02, -4.14, -2.19], [-4.97, -2.71, 3.19], [-1.16, 4.00, 1.13], [-0.70, 0.42, 1.29], [-6.50, -4.18, 2.48], [-6.42, -4.79, 0.88], [0.45, -0.43, 1.54], [-2.22, 1.50, 2.42], [5.72, 0.15, -5.50], [-0.52, -2.34, 1.40], [-4.38, -0.04, 5.13], [7.13, 1.14, -6.79], [6.62, 1.07, 1.44], [5.20, -2.84, 0.87], [3.38, -4.31, -1.68], [2.05, -3.08, -4.05], [-4.49, -1.45, -0.89], [1.14, 5.10, -0.13], [0.52, 3.80, -0.28], [5.32, -2.59, -2.74], [7.55, -1.91, -5.33], [1.84, -1.81, 3.34], [3.12, 5.87, -0.25], [7.43, -2.41, -7.02], [-7.20, 0.41, 7.60], [1.33, -2.45, 2.62], [-5.33, -1.51, -0.20], [0.94, 7.14, 1.22], [-4.38, -6.53, 1.41], [-6.91, -6.37, 3.52], [-8.44, -0.28, 6.06], [5.43, -0.85, -7.28], [1.01, 7.55, 2.23], [4.95, -3.56, 0.10], [0.76, 1.39, -0.55], [3.94, -2.27, -1.23], [1.28, -4.24, -1.40], [-7.23, -6.11, 2.51], [-5.16, -7.27, 1.25], [4.49, 0.28, -4.77], [0.76, -2.47, -2.99], [5.22, -5.11, -2.21], [5.05, 1.13, -2.78], [-4.04, -4.21, 1.99], [-5.43, 1.07, 5.26], [-1.05, 0.63, 3.46], [4.35, -2.93, -4.18], [-4.30, 2.19, -1.94], [2.73, 2.69, 1.54], [-1.61, 0.61, 2.53], [-2.25, -6.49, 1.97], [2.50, 5.36, -2.19], [-6.97, -1.19, 6.07], [5.59, 5.08, -0.34], [5.61, 1.04, 1.01], [-2.92, 2.11, -2.65], [-7.99, 1.14, 7.79], [-4.33, -3.66, 1.07], [-1.46, 2.89, -0.28], [1.61, 0.72, -0.42], [5.19, -1.87, -5.84], [6.44, 3.05, -0.06], [-0.09, 7.38, 0.94], [-6.84, 0.70, 5.13], [-6.89, 1.30, 2.72], [3.64, 0.39, -5.46], [3.53, 2.83, 2.28], [5.07, 3.13, -6.60], [7.16, 3.35, 0.71], [6.04, 4.26, -0.90], [-4.82, 0.91, -1.55], [-2.77, 3.11, -3.06], [5.90, -3.73, -3.94], [4.88, 3.22, 1.76], [-7.36, -0.17, 6.19], [-5.34, 1.52, 6.25], [-3.13, -7.14, 2.04], [-1.25, 0.18, 0.38], [-1.49, 4.60, -0.44], [7.94, -0.77, -6.54], [-3.36, -7.34, 3.09], [-2.11, 1.89, -1.97], [0.32, 5.20, 1.80], [-3.00, -0.11, -1.57], [4.86, -4.52, 0.61], [3.40, 1.49, -3.39], [-3.75, -3.69, 4.07], [3.56, 1.98, 2.95], [0.09, -1.74, 2.09], [-2.90, 1.39, -3.47], [5.70, 2.23, -8.02], [2.24, 4.45, -2.73], [-3.66, -2.10, -0.61], [5.82, -1.10, -6.27], [0.47, 3.56, -1.35], [1.79, 0.39, -1.45], [-4.88, -1.73, -1.87], [1.13, 5.65, 1.22], [-8.21, -5.63, 2.58], [-3.99, -3.18, 3.13], [-6.17, 0.89, -0.96], [4.80, 0.07, -0.79], [1.33, -0.54, 0.38], [6.86, 4.70, -1.47], [-0.53, -1.56, 2.97], [6.32, 1.31, -6.10], [-7.30, 0.31, 3.82], [-5.27, 1.89, 4.57], [-6.27, -5.10, 1.92], [5.00, -3.38, -3.42], [1.92, 6.23, -2.49], [3.51, 5.58, -2.57], [4.38, -4.60, -2.70], [-7.04, 2.31, 3.11], [-3.22, -2.45, 2.89], [2.04, -2.78, 1.86], [-4.07, 2.86, -1.09], [-3.37, 0.32, 5.33], [-2.25, -0.28, 2.61], [6.56, 2.00, -5.29], [-7.00, -0.70, 3.50], [-4.69, -0.88, 5.76], [5.56, 3.20, 2.64], [-4.97, 2.77, -2.56], [-5.97, 1.06, 0.10], [-7.58, 1.20, 1.88], [4.90, 0.66, 1.74], [5.31, 2.14, -7.00], [3.74, -3.25, -0.78], [-6.72, 2.94, -1.23], [-7.39, -7.03, 1.94], [2.22, -1.91, -2.65], [-7.32, -0.47, 8.25], [-4.86, -5.39, 2.18], [2.55, 1.23, -0.18], [3.00, 4.12, -0.50], [-4.12, -6.12, 0.42]], "mol_weight_g_mol": 809.54, "homo_energy_ev": -7.84, "smiles": "CCN(CC)CC.CCN(CC)CC.CCN(CC)CC.CCN(CC)CC.CCN(CC)CC.CCN(CC)CC.CCN(CC)CC.CCN(CC)CC", "e_lumo_ev": 0.61, "relative_energy_ev": 2.196}



(5)
{"formula": "C7H9N3O3S2", "method": "ωB97M-V/def2-TZVPD", "species": ["C", "S", "H", "H", "H", "S", "N", "O", "N", "H", "C", "O", "H", "H", "H", "H", "C", "C", "C", "O", "C", "N", "H", "C"], "positions_angstrom": [[-4.75, 0.77, -2.22], [-0.99, -0.96, 1.12], [0.75, 0.71, -0.17], [3.14, 1.53, -1.15], [0.96, -1.63, 2.52], [-1.49, 1.80, -0.03], [1.05, 0.95, -1.08], [0.32, 0.85, -3.27], [-1.22, 1.22, -1.61], [2.39, 0.68, -2.52], [0.07, 0.96, -2.08], [-1.83, -2.01, 1.66], [-2.37, 0.83, 1.88], [2.96, -0.20, -1.02], [-1.62, 1.01, -3.57], [-0.31, -0.60, 3.12], [-3.44, 0.84, -2.61], [2.49, 0.72, -1.47], [-1.91, 0.53, 0.94], [-0.32, -1.25, -0.10], [0.35, -0.74, 2.32], [-5.84, 0.68, -1.78], [0.93, 0.16, 2.00], [-2.13, 1.02, -2.64]], "mol_weight_g_mol": 247.30, "homo_energy_ev": [-9.25, -9.43], "e_lumo_ev": [-2.43, -1.32], "relative_energy_ev": 4.285}



(6)
{"formula": "C4H5N3O4", "method": "ωB97M-V/def2-TZVPD", "species": ["N", "O", "N", "H", "C", "O", "H", "C", "O", "N", "O", "H", "H", "H", "C", "C"], "positions_angstrom": [[-0.68, 0.54, 1.30], [1.31, -0.22, -1.71], [-1.11, -0.29, 2.21], [-0.43, 0.65, -2.15], [-0.63, -1.52, 0.44], [0.56, 1.87, -1.06], [1.13, 1.93, -0.31], [-0.43, -0.18, 0.20], [-2.34, -1.83, 3.50], [-1.75, -2.43, 2.61], [-1.62, -3.63, 2.55], [1.88, 0.17, -2.27], [-0.43, -2.25, -0.37], [-1.46, 0.05, 3.10], [-1.07, -1.59, 1.76], [0.29, 0.62, -1.32]], "mol_weight_g_mol": 159.10, "homo_energy_ev": -10.23, "smiles": "O=[N+]([O-])c1cc(C(O)O)n[nH]1", "e_lumo_ev": -0.72, "relative_energy_ev": 6.186}



(7)
{"formula": "CH3NO2S", "method": "ωB97M-V/def2-TZVPD", "species": ["O", "H", "O", "S", "N", "H", "C", "H"], "positions_angstrom": [[1.81, 1.21, -1.38], [-1.35, -0.50, 1.61], [1.87, 1.06, 1.04], [1.86, 0.37, -0.21], [-1.59, -0.09, 0.78], [-0.36, -1.39, -0.35], [-1.11, -0.55, -0.24], [-1.12, -0.10, -1.24]], "mol_weight_g_mol": 93.11, "homo_energy_ev": -10.22, "e_lumo_ev": -1.28, "relative_energy_ev": 1.271}



(8)
{"formula": "C16H47NO8", "method": "ωB97M-V/def2-TZVPD", "species": ["C", "H", "H", "H", "H", "H", "O", "H", "H", "C", "H", "H", "H", "H", "H", "H", "H", "O", "C", "H", "H", "H", "C", "H", "H", "O", "H", "C", "H", "H", "C", "H", "H", "C", "O", "H", "O", "C", "H", "C", "H", "H", "H", "C", "H", "C", "H", "H", "H", "H", "H", "H", "C", "O", "H", "O", "C", "C", "H", "O", "C", "H", "C", "H", "H", "H", "H", "H", "H", "H", "N", "H"], "positions_angstrom": [[1.79, 4.31, -0.28], [1.85, -2.33, -2.59], [-0.46, -2.78, 1.08], [0.18, -4.45, -1.78], [-2.60, -1.36, 4.32], [-3.71, 0.78, 2.46], [-1.67, -1.66, -0.10], [-0.07, 3.02, -1.86], [2.64, 4.48, -0.94], [1.01, 4.43, 2.18], [-3.10, 1.74, 0.51], [0.06, 4.95, 2.04], [-1.24, 3.51, 2.91], [1.54, -6.30, -1.84], [1.83, -1.96, 0.42], [1.36, 4.68, 3.19], [0.86, 1.50, -1.99], [-3.03, 0.79, 0.63], [-1.80, -1.44, 3.58], [1.39, 1.15, 3.18], [1.93, -0.48, -3.98], [-2.45, -1.68, -1.94], [2.06, 4.75, 1.17], [0.92, 4.75, -0.78], [1.79, 2.61, 4.03], [-1.10, -2.55, 4.05], [1.36, -0.83, -1.89], [-4.00, 0.31, 1.52], [3.43, 2.23, -1.12], [-2.10, -0.82, 0.08], [1.75, 2.17, 3.04], [-1.62, -3.14, -1.26], [-0.44, -2.79, 3.40], [-2.32, -2.32, -1.07], [1.09, -0.93, -3.89], [-1.20, -0.54, 3.65], [0.61, -6.56, -1.83], [1.08, -1.56, -2.65], [-4.96, 0.65, 1.13], [0.69, 2.90, 2.15], [-2.17, -1.48, 2.56], [-1.78, -3.59, -5.57], [3.09, 4.44, 1.36], [-1.01, -2.91, -5.22], [2.75, 0.90, -0.32], [1.30, -2.05, 1.37], [-4.13, -0.76, 1.69], [-0.76, 1.24, 0.17], [2.15, -2.06, 2.06], [-0.81, -1.26, -4.24], [-1.15, -5.60, -2.06], [0.86, -1.06, 1.51], [-0.63, 2.60, 2.89], [0.12, 1.19, 0.56], [-0.55, 2.50, 3.97], [0.31, -3.07, 1.57], [0.92, 2.57, -1.75], [-0.10, -5.39, -2.24], [3.56, 2.24, 0.61], [-1.50, -1.90, -4.45], [2.89, 1.97, -0.21], [-0.02, -5.22, -3.32], [1.52, 2.78, -0.36], [-0.60, -2.43, -6.11], [2.17, 5.83, 1.18], [-1.18, 1.76, 2.49], [-0.16, -3.48, -4.82], [2.76, 2.22, 2.63], [1.46, 3.03, -2.58], [-3.30, -2.71, -0.76], [0.55, 2.43, 0.73], [0.11, -1.89, -2.28]], "mol_weight_g_mol": 381.55, "homo_energy_ev": -8.19, "smiles": "CC1(C)CCCC(C)(C)N1O.CO.CO.CO.CO.CO.CO.CO", "e_lumo_ev": 0.26, "relative_energy_ev": 0.000}